The following is a quantum chemistry calculation of 5 unconnected molecules or ions with the total composition CH14NO4 at a distorted geometry, from the OMol25 dataset.

Geometry as XYZ:
```
20
Properties=species:S:1:pos:R:3:forces:R:3
C 0.44172 -2.07529 -0.31826 -0.62 1.04 0.04
N 1.22128 -0.93778 0.27377 0.04 -0.11 -0.54
H 0.53363 -2.91584 0.36197 0.22 -0.36 -0.43
H -0.60382 -1.74471 -0.33110 0.18 -0.26 0.05
H 0.75700 -2.17984 -1.36222 0.09 -0.46 0.43
H 2.21402 -0.97785 -0.04241 0.08 -0.07 0.10
H 1.23253 -0.98780 1.31608 -0.14 0.17 -0.06
H 0.84421 -0.00868 -0.05697 0.24 -0.22 0.52
H -0.01591 -3.03258 -4.79409 -0.31 -0.07 -0.34
H -1.55218 -3.05319 -5.17733 0.38 -0.09 -0.21
O -0.91329 -2.88368 -4.48076 -0.06 0.16 0.58
H -2.56212 2.07549 0.49669 -0.01 0.09 0.25
H -1.78979 3.21754 1.24271 -0.13 -0.27 0.01
O -1.87743 2.74604 0.40545 0.04 0.19 -0.25
H -0.33131 2.02086 -0.12674 0.24 0.16 0.18
H 1.23867 2.23761 -0.05072 -0.09 0.12 0.07
O 0.54380 1.60160 -0.24732 -0.12 -0.04 -0.39
H 0.89548 2.63055 4.50290 -0.11 -0.10 -0.06
H -0.55192 2.12546 4.44066 0.10 -0.02 0.04
O 0.27543 2.14210 3.94769 -0.02 0.14 -0.01
```
Forces are in eV/Å.

Output
Expectation value of S²: 0.750
Total charge: 0
Highest occupied orbital energy (spin up / spin down): -2.78 / -11.55 eV
Gap between HOMO and LUMO (spin up / spin down): 3.3 / 11.9 eV
2S+1: 2
Lowest unoccupied orbital energy (spin up / spin down): 0.6 / 0.4 eV

Atom charges from the Mulliken analysis, given in e for atoms 1 to 5: atom 1 (C): -1.4299, atom 2 (N): -1.7418, atom 3 (H): 0.5887, atom 4 (H): 0.3194, atom 5 (H): 0.5219


The following is a quantum chemistry calculation of 6 unconnected molecules or ions with the total composition CH14NO6 at a distorted geometry, from the OMol25 dataset.

Geometry as XYZ:
```
22
Properties=species:S:1:pos:R:3:forces:R:3
N 0.96923 0.36489 -2.41604 0.26 0.25 -0.66
C 1.77110 0.64171 -1.23559 0.00 -0.06 0.07
O 1.27878 0.21597 -0.01445 -0.02 -0.32 -0.02
H 0.59772 -0.56716 -2.44504 -0.21 -0.17 0.16
H 0.23863 1.03654 -2.59565 -0.18 -0.11 0.34
H 1.91461 1.73589 -1.26739 0.18 -0.11 0.17
H 2.74527 0.15225 -1.42382 0.01 0.23 0.06
H -2.51529 -1.49211 -0.00886 0.16 -0.43 -0.06
H -3.74104 -0.78036 0.50528 -0.17 -0.20 -0.05
O -3.46426 -1.64133 0.16299 0.03 0.48 0.11
H 2.81175 -2.09828 1.46286 0.45 0.29 0.45
H 2.53452 -0.86606 0.71398 -0.01 1.03 0.54
O 3.11795 -1.17410 1.45668 -0.54 -1.12 -0.74
H -0.17475 -2.13686 -0.76281 -0.41 0.15 0.22
H 0.15257 -0.77157 -0.06219 -0.58 -0.20 -0.46
O -0.63826 -1.45284 -0.25666 0.85 0.15 0.11
H -1.66430 1.86766 0.63051 -0.73 0.33 0.23
H -2.17699 0.61423 0.20411 -0.55 -0.02 -0.30
O -2.54050 1.50573 0.33836 1.28 -0.36 0.09
H 0.52880 1.20145 1.05620 0.04 0.31 -0.69
H 0.01744 1.54906 2.43565 -0.24 0.16 0.29
O -0.03976 1.87763 1.53681 0.36 -0.27 0.13
```
Forces are in eV/Å.

Output
Total charge: -1
Highest occupied orbital energy: -5.28 eV
Gap between HOMO and LUMO: 8.9 eV
Lowest unoccupied orbital energy: 3.7 eV

Atom charges from the Mulliken analysis, given in e for atoms 1 to 5: atom 1 (N): -0.5736, atom 2 (C): -0.3523, atom 3 (O): -0.9066, atom 4 (H): 0.2319, atom 5 (H): 0.2369


The following is a quantum chemistry calculation of 6 unconnected molecules or ions with the total composition CH14O5S at a distorted geometry, from the OMol25 dataset.

Geometry as XYZ:
```
21
Properties=species:S:1:pos:R:3:forces:R:3
C -2.64847 1.09499 2.83975 0.62 -0.06 -0.63
S -2.02056 2.47889 1.87140 0.42 -0.52 0.49
H -3.60065 1.38022 3.28320 0.04 0.07 0.34
H -2.80017 0.16004 2.28219 -0.17 0.38 -0.55
H -1.81021 0.86912 3.49334 -0.31 0.27 0.61
H -3.00489 2.73222 1.01363 -0.65 -0.07 -0.30
H -1.12542 -1.41362 -0.73712 0.66 0.11 0.15
H -1.85734 -1.34013 -2.06895 0.08 0.12 -0.37
O -1.76662 -1.86387 -1.27561 -0.72 -0.23 0.25
H -0.29348 -0.00400 1.03227 -0.97 0.91 0.04
H 0.57073 -0.90852 1.91773 0.01 -0.12 0.33
O 0.42798 -0.59795 1.02494 1.05 -0.89 -0.41
H 2.46093 0.13647 -1.14028 0.56 -0.45 -0.24
H 1.97833 0.73657 -2.47496 0.40 -0.38 -0.33
O 1.93256 0.82369 -1.52764 -1.09 0.90 0.66
H 3.99987 -1.72837 -2.64995 -0.12 -1.34 0.61
H 4.28126 -0.79415 -3.75034 -0.08 0.35 0.20
O 3.93323 -0.81162 -2.84694 0.18 0.90 -0.84
H 1.31941 -3.32042 -0.33120 0.08 -0.39 -0.34
H 1.22142 -1.88359 -0.62307 0.07 0.08 -0.46
O 1.40980 -2.71801 -1.08045 -0.02 0.34 0.78
```
Forces are in eV/Å.

Output
Expectation value of S²: 0.753
Total charge: +1
Highest occupied orbital energy (spin up / spin down): -13.32 / -13.32 eV
Gap between HOMO and LUMO (spin up / spin down): 8.9 / 3.5 eV
2S+1: 2
Lowest unoccupied orbital energy (spin up / spin down): -4.5 / -9.8 eV

Atom charges from the Mulliken analysis, given in e for atoms 1 to 5: atom 1 (C): -0.7250, atom 2 (S): 0.3255, atom 3 (H): 0.3649, atom 4 (H): 0.3821, atom 5 (H): 0.3397


The following is a quantum chemistry calculation of 6 unconnected molecules or ions with the total composition CH14O6 at a distorted geometry, from the OMol25 dataset.

Geometry as XYZ:
```
21
Properties=species:S:1:pos:R:3:forces:R:3
C 0.28546 -1.91084 1.54632 0.42 0.49 0.33
O 1.08715 -1.17926 0.57840 -0.08 0.45 1.29
H -0.55022 -1.28824 1.90559 0.32 -0.21 -0.01
H 0.91272 -2.26125 2.38024 -0.08 0.46 0.03
H -0.14026 -2.83957 1.17814 0.07 0.22 -0.89
H 1.44820 -0.36677 1.04391 -0.48 -1.22 -0.77
H -0.18561 1.14061 1.48402 -0.48 -0.35 -0.41
H -1.50933 1.98000 1.25816 -0.59 -0.78 -0.52
O -0.61560 1.99024 1.57960 1.02 1.20 0.86
H -2.76455 0.36305 -0.73306 1.23 0.02 -2.24
H -3.50905 0.01966 0.36424 -2.72 -2.21 1.73
O -2.86506 0.62538 0.15834 1.65 2.25 0.60
H -1.99482 -0.43690 -3.06159 -0.63 -1.01 -1.19
H -0.55244 -0.46868 -2.46274 1.22 -1.08 -0.24
O -1.39502 -0.05374 -2.45755 -0.61 2.04 1.47
H 1.69866 2.64060 1.52413 0.27 -0.72 -0.77
H 2.05261 2.06880 0.09172 -0.06 0.08 0.92
O 2.27154 1.99382 1.04829 -0.29 0.40 -0.16
H 2.17952 -1.21846 -2.64150 0.23 0.14 -0.35
H 1.50533 -1.32313 -1.30285 -0.26 -0.20 0.47
O 1.47906 -1.69452 -2.19536 -0.13 0.02 -0.13
```
Forces are in eV/Å.

Output
Expectation value of S²: 0.751
Total charge: -1
Highest occupied orbital energy (spin up / spin down): 0.95 / -7.58 eV
Gap between HOMO and LUMO (spin up / spin down): 2.5 / 11.1 eV
2S+1: 2
Lowest unoccupied orbital energy (spin up / spin down): 3.4 / 3.5 eV

Atom charges from the Mulliken analysis, given in e for atoms 1 to 5: atom 1 (C): -1.6091, atom 2 (O): -0.1674, atom 3 (H): 0.2681, atom 4 (H): 0.3078, atom 5 (H): 0.3782


The following is a quantum chemistry calculation of 6 unconnected molecules or ions with the total composition CH14O6 at a distorted geometry, from the OMol25 dataset.

Geometry as XYZ:
```
21
Properties=species:S:1:pos:R:3:forces:R:3
C 1.94877 0.27231 1.28434 -1.34 -3.21 1.27
O 0.76040 -0.40810 1.72164 -2.33 0.83 0.82
H 2.52227 -0.04576 2.17699 1.20 1.37 -1.14
H 2.14431 -0.25056 0.38218 1.50 -0.25 -0.91
H 1.75496 1.30485 1.06359 0.08 0.66 0.53
H 0.36936 -1.21586 1.33558 0.85 0.78 -0.49
H -0.45286 -0.80212 -1.33926 -0.88 0.07 0.03
H 0.39823 -1.88620 -2.07585 -0.14 0.85 0.82
O 0.40901 -1.20824 -1.36105 0.84 -0.81 -0.76
H -2.26885 0.84846 -0.54276 0.12 -0.34 0.43
H -3.29155 0.06558 -1.25479 -0.53 -0.36 -0.30
O -2.71680 -0.02334 -0.49713 0.51 0.75 -0.22
H -0.10421 2.67397 -0.68153 0.42 -0.02 -0.18
H -0.17462 1.28124 0.14022 -1.73 2.56 -1.57
O -0.73292 2.02110 -0.37567 1.20 -2.80 1.91
H -2.46139 -1.21944 1.68777 -0.39 -0.23 -0.63
H -1.96160 -2.70018 1.30860 -0.80 -0.18 -0.53
O -1.79303 -1.89598 1.77779 1.35 0.31 1.04
H 2.37676 1.12784 -1.01082 0.05 0.73 -0.83
H 1.34462 0.64632 -1.90129 -0.32 -0.05 -0.53
O 1.92917 1.41411 -1.83856 0.36 -0.65 1.23
```
Forces are in eV/Å.

Output
Total charge: 0
Highest occupied orbital energy: -10.08 eV
Gap between HOMO and LUMO: 10.4 eV
SMILES: CO.O.O.O.O.O
Lowest unoccupied orbital energy: 0.3 eV

Atom charges from the Mulliken analysis, given in e for atoms 1 to 5: atom 1 (C): -0.4511, atom 2 (O): -0.4798, atom 3 (H): 0.2845, atom 4 (H): 0.0677, atom 5 (H): 0.2463


These records have energy relative to the best compared isomer or geometry (same formula, charge and spin) values of 6.5; 10.1; 19.7; 14.9; 37.9 kcal per mole, in the order they appear.